Density functional theory data (the ωB97M-V functional and the def2-TZVPD basis) for a molecular structure, C22H32F4O32S5 at a distorted geometry.

Output
HOMO-LUMO gap (eV): 10.92
Maximum force (eV/A): 2.97
Total charge: 0
Total energy (Eh): -5655.49997

Geometry (Å):
C  1.72  -2.64  4.68
C  1.65  -1.91  3.33
O  3.00  -1.98  2.92
C  3.81  -2.13  4.00
O  5.00  -2.05  3.95
O  3.07  -2.41  5.04
F  1.25  -0.63  3.59
H  1.59  -3.70  4.53
H  1.02  -2.17  5.36
H  0.97  -2.39  2.64
C  -5.34  -2.23  -1.36
C  -5.85  -1.08  -0.54
O  -5.81  -1.52  0.79
C  -6.13  -2.82  0.74
O  -6.45  -3.50  1.67
O  -5.91  -3.28  -0.50
F  -7.14  -0.80  -0.91
H  -4.26  -2.12  -1.24
H  -5.64  -2.31  -2.40
H  -5.31  -0.14  -0.60
C  -1.66  -4.98  2.41
C  -1.27  -4.67  3.85
O  -1.31  -3.26  3.81
C  -2.23  -2.88  2.92
O  -2.68  -1.78  2.86
O  -2.48  -3.89  2.06
F  0.00  -5.05  4.15
H  -2.08  -5.98  2.33
H  -0.74  -4.97  1.80
H  -1.97  -5.11  4.56
C  -1.05  2.46  -5.13
C  -2.21  1.37  -5.08
O  -1.99  0.65  -6.27
C  -1.54  1.55  -7.18
O  -1.46  1.40  -8.36
O  -1.01  2.60  -6.57
F  -3.45  1.94  -5.12
H  -0.10  2.11  -4.75
H  -1.40  3.39  -4.70
H  -2.25  0.68  -4.25
C  5.65  -0.65  0.18
C  5.80  0.88  0.38
O  4.54  1.42  0.04
S  3.59  0.33  -0.70
O  3.92  0.37  -2.10
O  2.20  0.39  -0.36
O  4.29  -0.95  0.01
H  6.15  -1.21  0.96
H  6.26  -0.77  -0.72
H  6.62  1.29  -0.21
H  5.98  1.23  1.40
C  -0.72  -0.72  0.54
C  -0.86  0.69  1.15
O  -1.42  1.50  0.14
S  -1.64  0.68  -1.23
O  -0.44  0.81  -2.02
O  -2.86  1.01  -1.93
O  -1.75  -0.73  -0.41
H  -0.76  -1.48  1.33
H  0.22  -0.89  0.02
H  0.09  1.09  1.51
H  -1.50  0.71  2.03
C  2.66  -2.81  -2.81
C  1.34  -2.17  -3.18
O  0.43  -2.67  -2.21
S  1.07  -3.78  -1.21
O  1.02  -5.09  -1.80
O  0.64  -3.57  0.14
O  2.61  -3.24  -1.48
H  3.46  -2.09  -3.01
H  2.95  -3.57  -3.53
H  0.96  -2.34  -4.18
H  1.32  -1.08  -3.05
C  1.77  3.86  -2.45
C  1.45  3.86  -0.95
O  0.51  4.93  -0.75
S  -0.27  5.27  -2.11
O  -0.65  6.64  -2.12
O  -1.26  4.32  -2.49
O  1.10  5.01  -2.92
H  1.37  2.97  -2.93
H  2.83  3.90  -2.68
H  2.30  4.02  -0.30
H  0.91  2.94  -0.70
C  -0.99  5.16  3.33
C  -0.02  4.43  2.37
O  0.77  3.60  3.20
S  -0.12  3.14  4.51
O  0.76  2.89  5.61
O  -1.04  2.12  4.08
O  -0.90  4.53  4.58
H  -2.04  5.12  3.06
H  -0.74  6.22  3.40
H  0.72  5.03  1.85
H  -0.58  3.75  1.71

---

Density functional theory data (the ωB97M-V functional and the def2-TZVPD basis) for C22H32FN3O2 in the gas phase.

Output
HOMO-LUMO gap (eV): 8.36
Structure (SMILES): CC(C)[C@@H](NC(=O)C1CCCCC1)C(=O)N1CCN(c2ccc(F)cc2)CC1
Maximum force (eV/A): 0.54
Energy above the lowest of the compared OMol25 structures with the same formula, charge and spin (eV): 0.0000
Total charge: 0
Total energy (Eh): -1272.17763

Geometry (Å):
C  -4.10  -3.14  -1.26
C  -2.89  -3.30  -0.35
C  -2.05  -4.50  -0.78
C  -2.03  -2.03  -0.37
N  -2.81  -0.85  -0.03
C  -2.76  0.30  -0.73
O  -2.09  0.42  -1.74
C  -3.59  1.42  -0.12
C  -2.73  2.12  0.94
C  -3.58  3.15  1.71
C  -4.63  3.80  0.81
C  -4.14  3.85  -0.63
C  -4.02  2.43  -1.19
C  -0.90  -2.14  0.67
O  -1.12  -2.68  1.75
N  0.30  -1.60  0.38
C  0.66  -0.75  -0.74
C  1.08  0.64  -0.22
N  2.16  0.54  0.74
C  3.48  0.56  0.29
C  3.87  1.51  -0.66
C  5.18  1.61  -1.08
C  6.13  0.76  -0.54
F  7.41  0.85  -0.96
C  5.78  -0.18  0.41
C  4.47  -0.28  0.82
C  1.76  -0.31  1.84
C  1.37  -1.71  1.35
H  -4.72  -2.30  -0.95
H  -4.71  -4.04  -1.23
H  -3.78  -2.96  -2.28
H  -3.22  -3.46  0.69
H  -2.65  -5.40  -0.76
H  -1.21  -4.64  -0.11
H  -1.67  -4.35  -1.79
H  -1.64  -1.88  -1.38
H  -3.32  -0.90  0.83
H  -4.46  0.98  0.37
H  -1.90  2.62  0.44
H  -2.31  1.39  1.64
H  -2.91  3.91  2.13
H  -4.07  2.65  2.55
H  -4.85  4.81  1.17
H  -5.56  3.23  0.85
H  -3.18  4.35  -0.66
H  -4.84  4.42  -1.24
H  -3.29  2.41  -2.00
H  -4.98  2.11  -1.61
H  -0.18  -0.61  -1.42
H  1.50  -1.21  -1.27
H  1.36  1.25  -1.07
H  0.22  1.10  0.28
H  3.15  2.20  -1.06
H  5.47  2.34  -1.81
H  6.54  -0.84  0.82
H  4.22  -1.03  1.55
H  2.56  -0.36  2.58
H  0.89  0.15  2.31
H  1.01  -2.32  2.18
H  2.23  -2.20  0.88

---

Density functional theory data (the ωB97M-V functional and the def2-TZVPD basis) for C22H32N2O2 in the gas phase.

Output
HOMO-LUMO gap (eV): 9.25
Maximum force (eV/A): 0.26
Energy above the lowest of the compared OMol25 structures with the same formula, charge and spin (eV): 0.8935
Total charge: 0
Total energy (Eh): -1117.54233

Geometry (Å):
C  -0.61  -0.83  1.55
C  -0.15  -0.36  0.18
C  -0.73  -1.22  -0.95
C  -2.22  -1.04  -1.11
C  -2.71  0.11  -1.73
C  -4.07  0.32  -1.86
C  -4.96  -0.63  -1.38
C  -4.48  -1.77  -0.76
C  -3.12  -1.98  -0.62
C  -5.61  -2.64  -0.28
C  -6.86  -2.03  -0.95
C  -6.47  -0.60  -1.38
N  1.30  -0.36  0.13
C  1.99  0.35  -0.79
O  1.47  1.06  -1.62
C  3.51  0.15  -0.70
O  3.91  -0.02  0.66
C  3.98  -1.02  -1.59
C  4.60  0.00  -2.58
C  6.07  -0.23  -2.89
C  6.28  -1.41  -3.83
C  5.50  -1.24  -5.12
N  5.73  -2.39  -6.02
C  4.03  -1.03  -4.82
C  3.80  0.14  -3.87
C  4.31  1.13  -1.56
H  -1.69  -0.84  1.61
H  -0.26  -1.85  1.75
H  -0.23  -0.18  2.33
H  -0.49  0.67  0.03
H  -0.23  -0.93  -1.88
H  -0.49  -2.27  -0.77
H  -2.01  0.85  -2.12
H  -4.44  1.22  -2.35
H  -2.74  -2.88  -0.14
H  -5.48  -3.69  -0.55
H  -5.68  -2.60  0.81
H  -7.14  -2.61  -1.83
H  -7.73  -2.03  -0.28
H  -6.83  0.15  -0.67
H  -6.88  -0.34  -2.36
H  1.82  -0.84  0.84
H  3.91  0.84  1.08
H  4.71  -1.64  -1.07
H  3.19  -1.67  -1.98
H  6.49  0.68  -3.34
H  6.61  -0.39  -1.95
H  7.34  -1.54  -4.05
H  5.95  -2.34  -3.34
H  5.87  -0.33  -5.61
H  4.86  -2.86  -6.23
H  6.10  -2.08  -6.91
H  3.47  -0.87  -5.75
H  3.63  -1.95  -4.36
H  2.74  0.25  -3.64
H  4.10  1.08  -4.37
H  3.76  1.99  -1.93
H  5.21  1.47  -1.04

---

Density functional theory data (the ωB97M-V functional and the def2-TZVPD basis) for C22H32N2O4 in the gas phase.

Output
HOMO-LUMO gap (eV): 9.03
Structure (SMILES): COc1ccc(C(=O)NC2CCCCCC2)cc1OC1CCN(C(C)=O)CC1
Maximum force (eV/A): 0.87
Energy above the lowest of the compared OMol25 structures with the same formula, charge and spin (eV): 1.8767
Total charge: 0
Total energy (Eh): -1268.01449

Geometry (Å):
C  -3.48  -4.43  0.09
O  -3.43  -3.08  -0.31
C  -2.25  -2.40  -0.21
C  -1.07  -2.96  0.27
C  0.10  -2.23  0.34
C  0.12  -0.91  -0.08
C  1.33  -0.04  0.03
O  1.24  1.14  0.31
N  2.51  -0.66  -0.20
C  3.78  0.03  -0.17
C  4.76  -0.69  0.76
C  5.71  0.27  1.47
C  6.80  0.85  0.57
C  6.29  1.54  -0.70
C  5.77  0.55  -1.74
C  4.29  0.20  -1.61
C  -1.05  -0.34  -0.55
C  -2.24  -1.05  -0.61
O  -3.31  -0.37  -1.13
C  -4.59  -0.50  -0.53
C  -5.45  0.60  -1.19
C  -5.52  1.84  -0.30
N  -4.26  2.07  0.36
C  -3.53  3.18  0.07
C  -2.24  3.36  0.84
O  -3.92  4.00  -0.74
C  -3.86  1.05  1.31
C  -4.54  -0.28  0.98
H  -4.51  -4.75  -0.08
H  -2.80  -5.05  -0.50
H  -3.24  -4.54  1.16
H  -1.06  -3.99  0.60
H  0.98  -2.70  0.75
H  2.50  -1.61  -0.52
H  3.55  1.02  0.25
H  4.17  -1.20  1.53
H  5.32  -1.45  0.21
H  6.19  -0.25  2.30
H  5.12  1.09  1.89
H  7.38  1.57  1.16
H  7.49  0.05  0.28
H  5.52  2.26  -0.44
H  7.13  2.10  -1.13
H  5.92  0.97  -2.74
H  6.37  -0.36  -1.69
H  3.69  0.98  -2.08
H  4.10  -0.73  -2.15
H  -1.05  0.69  -0.87
H  -5.01  -1.49  -0.75
H  -6.46  0.23  -1.38
H  -4.98  0.84  -2.14
H  -5.73  2.73  -0.91
H  -6.31  1.74  0.45
H  -2.42  3.29  1.91
H  -1.85  4.34  0.61
H  -1.50  2.61  0.56
H  -2.77  0.91  1.25
H  -4.11  1.35  2.33
H  -5.56  -0.30  1.36
H  -3.99  -1.09  1.46

---

Density functional theory data (the ωB97M-V functional and the def2-TZVPD basis) for C22H32N2O4 in the gas phase at a distorted geometry.

Output
HOMO-LUMO gap (eV): 8.78
Structure (SMILES): CCN(CC)CCCNC(=O)c1oc2ccc3c(c2c1C)[C@@H](O)CC(C)(C)O3
Maximum force (eV/A): 1.23
Energy above the lowest of the compared OMol25 structures with the same formula, charge and spin (eV): 2.0618
Total charge: 0
Total energy (Eh): -1268.00768

Geometry (Å):
C  -7.45  -1.12  -1.27
C  -6.39  -1.77  -0.39
N  -5.59  -0.76  0.30
C  -5.12  -1.19  1.60
C  -6.20  -1.02  2.66
C  -4.53  -0.21  -0.54
C  -4.27  1.26  -0.18
C  -3.35  1.95  -1.18
N  -2.01  1.41  -1.17
C  -0.96  2.07  -0.63
O  -1.05  3.20  -0.16
C  0.29  1.31  -0.67
O  0.26  0.03  -1.18
C  1.52  -0.44  -1.10
C  1.96  -1.69  -1.53
C  3.29  -1.97  -1.36
C  4.17  -1.04  -0.77
C  3.74  0.21  -0.36
C  2.38  0.51  -0.53
C  1.55  1.65  -0.26
C  1.95  2.96  0.33
C  4.70  1.21  0.24
O  4.43  1.51  1.59
C  6.15  0.75  0.02
C  6.33  -0.77  0.21
C  6.04  -1.22  1.64
C  7.75  -1.17  -0.19
O  5.46  -1.47  -0.69
H  -7.00  -0.54  -2.07
H  -8.07  -0.46  -0.67
H  -8.08  -1.89  -1.71
H  -5.76  -2.44  -0.99
H  -6.89  -2.38  0.37
H  -4.26  -0.58  1.88
H  -4.78  -2.24  1.59
H  -6.52  0.02  2.68
H  -5.81  -1.28  3.64
H  -7.06  -1.64  2.45
H  -4.86  -0.25  -1.58
H  -3.60  -0.79  -0.45
H  -5.23  1.78  -0.16
H  -3.83  1.33  0.82
H  -3.76  1.87  -2.19
H  -3.25  3.01  -0.92
H  -1.87  0.47  -1.50
H  1.28  -2.39  -1.98
H  3.71  -2.91  -1.67
H  1.06  3.52  0.61
H  2.60  2.81  1.19
H  2.50  3.54  -0.41
H  4.57  2.17  -0.27
H  4.45  0.69  2.11
H  6.44  0.99  -1.01
H  6.81  1.29  0.70
H  6.41  -2.24  1.78
H  4.97  -1.24  1.83
H  6.53  -0.57  2.36
H  8.47  -0.73  0.49
H  7.97  -0.84  -1.20
H  7.84  -2.26  -0.15

---

Density functional theory data (the ωB97M-V functional and the def2-TZVPD basis) for C22H32N4O2 in the gas phase at a distorted geometry.

Output
HOMO-LUMO gap (eV): 9.13
Structure (SMILES): CC(C)CCN1CCN(Cc2ccc(Oc3ncccn3)cc2)C[C@@H]1CCO
Maximum force (eV/A): 1.29
Energy above the lowest of the compared OMol25 structures with the same formula, charge and spin (eV): 1.8949
Total charge: 0
Total energy (Eh): -1227.00502

Geometry (Å):
C  5.84  2.61  1.31
C  6.06  1.10  1.17
C  7.30  0.68  1.95
C  6.18  0.68  -0.30
C  4.86  0.75  -1.06
N  3.82  -0.02  -0.39
C  3.88  -1.44  -0.69
C  2.94  -2.20  0.23
N  1.59  -1.68  0.09
C  0.62  -2.44  0.85
C  -0.78  -1.99  0.51
C  -1.69  -1.63  1.49
C  -2.96  -1.20  1.16
C  -3.33  -1.11  -0.17
O  -4.60  -0.76  -0.59
C  -5.28  0.23  -0.02
N  -4.70  1.01  0.89
C  -5.43  1.99  1.39
C  -6.74  2.21  1.00
C  -7.24  1.33  0.05
N  -6.53  0.35  -0.46
C  -2.43  -1.48  -1.17
C  -1.17  -1.92  -0.82
C  1.59  -0.28  0.45
C  2.47  0.51  -0.52
C  1.90  0.46  -1.96
C  1.01  1.66  -2.31
O  -0.24  1.65  -1.67
H  5.77  2.88  2.35
H  4.93  2.92  0.81
H  6.68  3.15  0.87
H  5.19  0.58  1.58
H  7.22  0.97  2.99
H  8.19  1.16  1.53
H  7.44  -0.40  1.90
H  6.91  1.31  -0.80
H  6.56  -0.35  -0.34
H  5.02  0.41  -2.10
H  4.53  1.79  -1.11
H  4.90  -1.79  -0.53
H  3.61  -1.65  -1.74
H  2.94  -3.26  -0.04
H  3.30  -2.11  1.27
H  0.78  -2.35  1.94
H  0.73  -3.49  0.58
H  -1.41  -1.69  2.53
H  -3.66  -0.93  1.94
H  -4.93  2.61  2.12
H  -7.33  3.02  1.41
H  -8.26  1.41  -0.32
H  -2.74  -1.41  -2.20
H  -0.46  -2.20  -1.59
H  0.56  0.08  0.41
H  1.97  -0.12  1.48
H  2.52  1.55  -0.19
H  2.73  0.46  -2.67
H  1.33  -0.46  -2.08
H  1.55  2.59  -2.09
H  0.78  1.64  -3.38
H  -0.11  1.69  -0.72

---

Density functional theory data (the ωB97M-V functional and the def2-TZVPD basis) for 2 unconnected molecules or ions with the total composition C22H32N4O5 at a distorted geometry.

Output
HOMO-LUMO gap (eV): 8.53
Structure (SMILES): CNC(=O)[C@H](Cc1c[nH]c2ccccc12)NC(C)=O.O[C@H]1[C@H]2[C@H](O)CCCN2C[C@H]1O
Maximum force (eV/A): 1.37
Energy above the lowest of the compared OMol25 structures with the same formula, charge and spin (eV): 2.9079
Total charge: 0
Total energy (Eh): -1452.76939

Geometry (Å):
C  -4.10  -3.50  -3.76
N  -3.96  -2.61  -2.61
C  -3.20  -1.51  -2.58
O  -2.54  -1.17  -3.56
C  -3.14  -0.68  -1.28
C  -1.76  -0.04  -1.05
C  -1.66  0.75  0.22
C  -0.98  0.39  1.33
N  -1.18  1.33  2.32
C  -2.02  2.34  1.89
C  -2.53  3.49  2.51
C  -3.38  4.34  1.78
C  -3.70  4.04  0.45
C  -3.18  2.88  -0.16
C  -2.33  2.00  0.54
N  -3.52  -1.38  -0.04
C  -4.75  -1.78  0.29
C  -4.93  -2.28  1.71
O  -5.69  -1.77  -0.48
H  -3.12  -3.88  -4.05
H  -4.53  -2.95  -4.60
H  -4.75  -4.34  -3.51
H  -4.57  -2.76  -1.82
H  -3.86  0.13  -1.43
H  -1.01  -0.83  -1.04
H  -1.53  0.63  -1.89
H  -0.38  -0.51  1.43
H  -0.77  1.28  3.24
H  -2.27  3.73  3.54
H  -3.78  5.23  2.24
H  -4.35  4.70  -0.11
H  -3.43  2.66  -1.19
H  -2.82  -1.41  0.68
H  -4.23  -3.10  1.90
H  -5.95  -2.63  1.83
H  -4.74  -1.46  2.40
O  6.21  0.00  1.74
C  5.95  0.61  0.45
C  4.80  -0.06  -0.33
C  4.46  -1.52  0.04
O  5.56  -2.38  -0.30
C  3.20  -2.02  -0.69
C  2.22  -0.90  -1.08
C  2.28  0.27  -0.10
N  3.63  0.84  -0.13
C  3.97  1.95  0.77
C  5.49  2.06  0.66
O  6.06  2.64  1.84
H  7.05  0.35  2.08
H  6.87  0.58  -0.15
H  5.06  -0.04  -1.39
H  4.28  -1.56  1.12
H  5.38  -3.28  0.02
H  3.49  -2.56  -1.60
H  2.69  -2.74  -0.04
H  2.48  -0.53  -2.08
H  1.21  -1.31  -1.13
H  2.04  -0.08  0.91
H  1.54  1.03  -0.38
H  3.68  1.70  1.79
H  3.48  2.88  0.47
H  5.74  2.65  -0.23
H  5.81  2.09  2.61